This record from the OMol25 dataset describes a cluster of 2 separate species, C5H12NO in total. The level of theory is wB97M-V/def2-TZVPD.

The geometry in ORCA input format:
```
! RIJCOSX wB97M-V def2-TZVPD def2/J DEFGRID3
* xyz 1 1
C -0.60313 0.46498 3.19862
C 1.19006 0.89173 1.66578
N 0.03967 0.40105 1.88044
H -0.97910 -0.54092 3.39215
H -1.43498 1.16538 3.14885
H 0.12848 0.68680 3.97012
H 1.74619 1.40923 2.43957
H 1.64060 0.64630 0.71482
H -0.48747 -0.18523 1.11849
O -1.28062 -0.97544 0.01031
C -0.86411 -1.06673 -1.13553
C 0.26551 -0.27497 -1.71122
C 0.18327 -0.22586 -3.25008
H -1.41777 -1.73004 -1.80951
H 1.21160 -0.72755 -1.40580
H 0.22097 0.74434 -1.32967
H -0.16231 -1.19413 -3.61572
H 1.14790 -0.00084 -3.69465
H -0.54476 0.51191 -3.58696
*
```

Properties
**E_HOMO**: -14.6 eV
**Strongest force on any atom**: 0.966 eV/A
**Energy above the lowest of the compared OMol25 structures with the same formula, charge and spin**: 82.1 kJ/mol

=====

This record from the OMol25 dataset describes a cluster of 18 separate species, C31H105N13O18 in total in a non-equilibrium geometry. The level of theory is wB97M-V/def2-TZVPD.

The geometry in ORCA input format:
```
! RIJCOSX wB97M-V def2-TZVPD def2/J DEFGRID3
* xyz 1 2
C 0.21008 -2.82962 5.14786
O 0.02441 -2.35542 6.26777
N 0.37890 -4.07280 4.93708
N 0.11494 -2.13779 4.06969
H 0.22062 -4.64010 5.75759
H 0.49755 -4.43772 4.00282
H -0.25911 -1.21545 4.24139
H 0.19833 -2.57981 3.16539
C -1.62927 5.31029 -2.07650
O -1.95144 4.24191 -1.63395
N -1.38731 5.46666 -3.29878
N -1.30601 6.36118 -1.43359
H -1.57102 6.41216 -3.60271
H -1.69872 4.70168 -3.88009
H -0.94689 7.16260 -1.93244
H -1.40870 6.31636 -0.42983
C -5.84716 3.48969 -1.80675
O -5.82906 4.41908 -1.01039
N -6.89656 2.81184 -2.19593
N -4.71588 3.10442 -2.39715
H -6.84107 2.05215 -2.85916
H -7.77697 3.25296 -1.97146
H -3.81694 3.48487 -2.13779
H -4.67227 2.41687 -3.13572
C 3.96927 -1.40212 -5.12806
C 2.93512 -0.60230 -4.33937
C 2.81742 0.86227 -4.93180
O 1.89710 1.75285 -4.17157
C 2.18570 3.13462 -4.37249
N 1.75260 -1.43380 -4.31374
H 3.88309 -1.31519 -6.21116
H 4.02818 -2.43737 -4.79207
H 4.96775 -1.07136 -4.84217
H 3.20150 -0.60414 -3.28242
H 2.37972 0.81947 -5.92914
H 3.85607 1.19105 -4.96669
H 2.88422 3.19683 -5.20693
H 2.50953 3.66981 -3.47984
H 1.31845 3.66621 -4.76415
H 1.87447 -2.28419 -3.78263
H 1.67097 -1.73992 -5.27277
C -6.27712 -5.43157 3.05820
C -6.41768 -4.04577 3.60970
C -5.08646 -3.30757 3.98323
O -4.17299 -3.35639 2.87290
C -2.98403 -2.65511 3.06674
N -7.35639 -3.20856 2.81559
H -5.45057 -5.89702 3.59512
H -5.87172 -5.20175 2.07284
H -7.17853 -6.04366 3.08821
H -6.79813 -4.25805 4.60885
H -4.69085 -3.83457 4.85148
H -5.42561 -2.29760 4.21353
H -2.27955 -2.92135 2.27875
H -2.49712 -2.89140 4.01288
H -3.24015 -1.59563 3.07060
H -6.80074 -2.63800 2.19446
H -7.82124 -3.83089 2.17004
C -0.92059 -0.34490 0.53369
C -0.61268 1.03954 -0.06805
C 0.60888 1.11351 -0.98394
O 1.70247 0.86675 -0.10499
C 3.04212 0.89143 -0.65056
N -1.87674 1.54315 -0.70422
H -1.93923 -0.36636 0.92099
H -0.29938 -0.61553 1.38748
H -0.73011 -1.10496 -0.22402
H -0.42833 1.71476 0.76753
H 0.66113 2.16427 -1.26902
H 0.49047 0.42514 -1.82073
H 3.36393 -0.07491 -1.03878
H 3.75013 1.02474 0.16739
H 3.16499 1.51994 -1.53260
H -2.60706 1.63835 -0.01309
H -1.72731 2.51024 -0.95422
C 3.46311 -4.70214 2.66514
C 4.31909 -3.55700 2.08470
C 4.30635 -2.19441 2.88344
O 3.09592 -1.50146 2.50732
C 2.84585 -0.27856 3.25572
N 5.69487 -3.90592 1.90484
H 3.62955 -4.84475 3.73288
H 3.71506 -5.59119 2.08703
H 2.41492 -4.51042 2.43571
H 3.91789 -3.30354 1.10342
H 5.14111 -1.55262 2.60170
H 4.31085 -2.38430 3.95676
H 2.91057 -0.42419 4.33401
H 1.89259 0.09210 2.87889
H 3.59487 0.48932 3.06229
H 6.09029 -3.92664 2.83399
H 5.80118 -4.87687 1.64783
C 7.39094 -2.72965 -2.70336
C 6.75695 -2.80877 -1.35395
C 6.26065 -1.39310 -0.97828
O 7.27063 -0.39157 -0.96567
C 8.05537 -0.40107 0.24317
N 5.77468 -3.87265 -1.29031
H 7.49643 -3.69628 -3.19590
H 8.46502 -2.56906 -2.61026
H 6.79481 -2.07315 -3.33719
H 7.48439 -3.11550 -0.60239
H 5.75865 -1.41996 -0.01113
H 5.50355 -1.11455 -1.71129
H 7.54040 -0.20239 1.18309
H 8.86637 0.32238 0.15951
H 8.58220 -1.32688 0.47430
H 5.42972 -3.84021 -0.34160
H 6.20599 -4.77100 -1.12591
C -4.21196 -2.22197 -0.99434
C -5.13220 -1.82181 -2.14757
C -5.52922 -0.33099 -1.89958
O -6.60132 0.20817 -2.64785
C -7.94628 -0.15237 -2.31322
N -4.55235 -2.05393 -3.48373
H -3.37630 -1.52625 -1.07010
H -3.86419 -3.24604 -1.13015
H -4.63089 -2.10855 0.00552
H -6.04817 -2.41168 -2.11382
H -4.59666 0.23263 -1.92712
H -5.83790 -0.26766 -0.85612
H -8.61719 0.25417 -3.06999
H -8.36807 0.28860 -1.41003
H -8.04963 -1.21946 -2.11639
H -5.27834 -1.91868 -4.17275
H -3.98295 -1.22389 -3.56686
C 0.33280 5.78441 4.37561
C 0.82552 6.37811 3.03148
C -0.38134 6.73992 2.11417
O -1.03271 5.50725 1.63158
C -0.18937 4.43464 1.05259
N 1.63070 7.55025 3.29377
H -0.33812 4.96034 4.13298
H -0.13545 6.57201 4.96597
H 1.06766 5.30294 5.02080
H 1.48158 5.66377 2.53409
H -0.05562 7.32197 1.25206
H -1.08655 7.26623 2.75742
H -0.84100 3.79488 0.45746
H 0.18986 4.00013 1.97751
H 0.56947 4.66141 0.30370
H 2.51026 7.19940 3.64502
H 1.85649 7.90758 2.37648
O -4.14699 1.90586 1.46683
H -4.67209 1.12333 1.63459
H -4.73468 2.63569 1.66230
O 2.11990 -1.96168 -0.01724
H 2.53874 -1.70946 0.80567
H 1.50984 -1.24826 -0.20456
O 3.05998 -3.46282 -2.19122
H 3.92635 -3.79758 -1.95973
H 2.79430 -2.94072 -1.43421
O -1.70494 2.08708 3.15797
H -2.10340 1.37448 3.65763
H -2.40115 2.39004 2.57510
O -2.50412 0.60576 -3.70499
H -1.74864 0.56307 -4.29121
H -2.12589 0.73303 -2.83495
O 2.63722 2.86927 2.15752
H 2.10269 2.77059 1.36964
H 2.05229 2.62884 2.87604
O -0.23057 -3.45422 -0.14241
H 0.67532 -3.17156 -0.01706
H -0.36545 -4.12949 0.52246
O -0.28533 0.73589 -5.08366
H 0.28317 0.10516 -4.64184
H 0.24601 1.52884 -5.15530
*
```

Properties
**E_HOMO (spin up / spin down)**: -10.8 / -10.8 eV
**<S²>**: 0.76
**Strongest force on any atom**: 8.010 eV/A

=====

This record from the OMol25 dataset describes a cluster of 2 separate species, C5H12S in total in a non-equilibrium geometry. The level of theory is wB97M-V/def2-TZVPD.

The geometry in ORCA input format:
```
! RIJCOSX wB97M-V def2-TZVPD def2/J DEFGRID3
* xyz -1 2
C -1.38782 1.99922 -1.61077
C -1.91709 0.99146 -0.58444
S -1.92036 1.69604 1.10715
H -2.20651 2.32446 -2.24530
H -0.96971 2.92000 -1.21091
H -0.65728 1.51034 -2.26312
H -1.31938 0.09085 -0.46790
H -2.91585 0.67621 -0.87449
H -3.23544 2.03306 1.12276
C 2.22316 -2.48084 0.16996
C 1.61514 -1.68543 1.29805
C 1.60446 -0.31156 1.26882
H 3.06917 -3.05087 0.53929
H 2.34617 -1.83319 -0.68409
H 1.46786 -3.20235 -0.19217
H 1.25352 -2.25745 2.13761
H 1.50636 0.32605 2.14707
H 1.44360 0.25402 0.34248
*
```

Properties
**E_HOMO (spin up / spin down)**: 1.1 / -4.9 eV
**<S²>**: 0.75
**Strongest force on any atom**: 2.590 eV/A
**Energy above the lowest of the compared OMol25 structures with the same formula, charge and spin**: 64.0 kJ/mol

=====

This record from the OMol25 dataset describes the molecule C3HF2NOS in a non-equilibrium geometry. The level of theory is wB97M-V/def2-TZVPD.

The geometry in ORCA input format:
```
! RIJCOSX wB97M-V def2-TZVPD def2/J DEFGRID3
* xyz 0 1
C -1.15444 0.86929 0.18578
C 0.70104 -0.32326 -0.31582
C -0.21407 0.23805 0.74479
H -0.43803 1.94488 -1.61956
N -0.90225 0.90832 -1.30553
O 0.25354 0.09564 -1.47622
F -2.29256 1.31029 0.68088
F -0.23906 -0.25558 1.95131
S 1.96968 -1.45407 -0.30063
*
```

Properties
**E_HOMO**: -9.1 eV
**Strongest force on any atom**: 5.567 eV/A
**Energy above the lowest of the compared OMol25 structures with the same formula, charge and spin**: 142.4 kJ/mol

=====

This record from the OMol25 dataset describes the molecule C5H12O2. The level of theory is wB97M-V/def2-TZVPD.

The geometry in ORCA input format:
```
! RIJCOSX wB97M-V def2-TZVPD def2/J DEFGRID3
* xyz 0 1
C -0.88855 1.04970 -2.29904
O -0.22202 0.18463 -1.42316
C 0.00995 0.76388 -0.15802
C 0.64697 -0.29317 0.71336
C 0.88979 0.28837 2.12253
C -0.20158 -1.58175 0.60123
O 0.14608 -2.40729 -0.49747
H -0.31397 1.97450 -2.45251
H -0.99001 0.52577 -3.25063
H -1.88652 1.31491 -1.91867
H 0.63884 1.66105 -0.25783
H -0.94865 1.08593 0.29165
H 1.62554 -0.56054 0.29578
H 1.44182 -0.40196 2.77190
H -0.03856 0.56601 2.63900
H 1.49511 1.20587 2.04268
H 0.01328 -2.13270 1.50472
H -1.27989 -1.33130 0.55389
H -0.13762 -1.91191 -1.27943
*
```

Properties
**E_HOMO**: -9.9 eV
**Strongest force on any atom**: 0.655 eV/A
**Energy above the lowest of the compared OMol25 structures with the same formula, charge and spin**: 120.4 kJ/mol

=====

This record from the OMol25 dataset describes a structure of composition C16H24N7O2S2Ta. The level of theory is wB97M-V/def2-TZVPD.

The geometry in ORCA input format:
```
! RIJCOSX wB97M-V def2-TZVPD def2/J DEFGRID3
* xyz 1 2
Ta 0.07134 0.43083 0.10909
C -3.36185 -2.21062 1.31491
C -2.19579 -1.54927 0.65714
N -1.78853 -0.31065 0.94130
N -2.56129 0.32898 1.88858
C -2.32674 1.58908 1.98579
N -3.00333 2.33443 2.89090
S -1.10331 2.39599 1.03237
C -1.45171 -2.18259 -0.35868
C -1.71487 -3.47193 -0.85919
C -1.01623 -3.94136 -1.93373
C -0.05260 -3.10589 -2.53935
C 0.19357 -1.87794 -2.00540
N -0.44761 -1.41036 -0.89302
H -3.96537 -1.48471 1.84572
H -3.01439 -2.95759 2.03366
H -3.98107 -2.71926 0.57673
H -3.80417 1.92272 3.33952
H -2.95228 3.33539 2.83875
H -2.47962 -4.07294 -0.39000
H -1.21096 -4.92886 -2.32820
H 0.48874 -3.42330 -3.41843
H 0.91848 -1.21015 -2.44910
O -0.02242 1.03221 -1.86459
N 0.48852 2.11937 -2.44873
C 0.17862 2.32237 -3.74753
C 0.65840 3.42074 -4.39921
C 1.46310 4.32325 -3.69489
C 1.77026 4.08817 -2.37814
C 1.28752 2.94284 -1.72993
S 1.67238 2.50614 -0.11626
H -0.46693 1.57066 -4.17459
H 0.40353 3.57735 -5.43603
H 1.84399 5.20733 -4.18721
H 2.38972 4.76638 -1.81017
C 2.35361 -0.37451 3.58997
C 0.91886 -0.19760 3.12987
C 0.03417 -1.36520 3.52165
O 0.91896 -0.04490 1.70773
H 2.40160 -0.44798 4.67577
H 2.96577 0.47267 3.27814
H 2.77073 -1.29213 3.16871
H 0.50884 0.73605 3.52790
H 0.37061 -2.27792 3.02537
H -1.01167 -1.18143 3.27961
H 0.10960 -1.51873 4.59910
N 2.85304 -0.10719 -1.72316
N 2.22352 -0.46682 -0.48272
H 3.79027 -0.49941 -1.74978
H 2.96092 0.90255 -1.69309
H 2.78284 -0.21301 0.33099
H 2.14122 -1.48123 -0.47813
*
```

Properties
**E_HOMO (spin up / spin down)**: -9.0 / -10.8 eV
**<S²>**: 0.76
**Strongest force on any atom**: 0.200 eV/A
**Energy above the lowest of the compared OMol25 structures with the same formula, charge and spin**: 8.3 kJ/mol